# 1
15
Properties=species:S:1:pos:R:3:mulliken_charge:R:1 method="wB97M-V/def2-TZVPD" e_above_lowest_kj_mol=492.71 e_homo_ev="-6.828 / -6.845" lumo_energy_ev="1.01 / 1.02" orbital_gap_ev="7.83 / 7.86"
C -0.4388 1.4334 -0.5669 -0.43
C 0.1934 0.1003 -0.1552 0.54
C 1.4910 0.2000 0.6940 -1.14
N -1.8270 1.4557 -0.3055 -0.09
N -2.3017 0.4770 0.1084 -0.26
N -0.7530 -0.7400 0.4927 -0.32
N -0.8334 -1.9279 0.0036 -0.41
H 0.0635 2.1842 -0.0320 0.29
H -0.2124 1.4409 -1.6049 0.29
H 0.5757 -0.3462 -1.1794 0.26
H 2.3637 -0.2414 0.0471 0.22
H 1.4504 -0.4961 1.5365 0.35
H 1.7008 1.2186 1.0778 0.27
H -0.2054 -2.2169 -0.7836 0.22
H -1.2669 -2.5414 0.6673 0.23

***

# 2
12
Properties=species:S:1:pos:R:3:mulliken_charge:R:1 method="wB97M-V/def2-TZVPD" e_above_lowest_kj_mol=136.85 total_charge=+1 e_homo_ev=-15.839 lumo_energy_ev=-5.40 orbital_gap_ev=10.44
C -1.0505 0.4106 -0.5051 -0.04
N -0.8815 0.2134 0.8764 -0.13
H -1.9326 0.9278 -0.9188 0.34
H -0.2306 0.0726 -1.1894 0.27
H -0.1318 -0.2961 1.2605 0.25
H -1.5815 0.5026 1.4924 0.26
H 1.2484 -2.6979 -0.0467 0.33
H 0.0141 -3.1903 0.4500 0.32
O 0.4133 -2.3138 0.3289 -0.64
H 1.1374 2.8904 -0.6394 0.32
H 2.0229 1.5600 -0.8669 0.33
O 1.0776 1.8480 -0.6596 -0.62

***

# 3
138
Properties=species:S:1:pos:R:3:mulliken_charge:R:1 method="wB97M-V/def2-TZVPD" e_homo_ev=-10.430 lumo_energy_ev=-0.46 orbital_gap_ev=9.97
O -4.8896 13.7650 -15.9510 -0.54
C -4.4302 13.6252 -14.8615 0.54
O -4.9542 12.8648 -13.8967 -0.36
C -4.2704 13.1154 -12.6780 0.53
C -3.0609 13.9688 -13.0559 1.07
F -1.9460 13.1585 -13.0523 -0.37
O -3.3089 14.2214 -14.4389 -0.42
H -4.9519 13.5951 -11.9714 -0.64
H -3.9866 12.1735 -12.2089 0.06
H -2.8912 14.8601 -12.4594 0.10
O -7.1483 10.7331 -7.5353 -0.44
C -6.4424 9.9464 -8.0691 0.44
O -6.9170 8.9957 -8.9255 -0.35
C -5.8428 8.1839 -9.3072 -0.49
C -4.6215 9.0959 -9.0729 0.11
F -4.4174 9.9076 -10.1457 -0.19
O -5.1084 9.8957 -8.0158 -0.04
H -5.7588 7.2821 -8.6900 0.35
H -5.9325 7.8402 -10.3373 0.32
H -3.7188 8.5608 -8.7920 0.35
O -11.9622 13.9875 -10.6232 -0.53
C -11.2265 13.4460 -9.8715 0.51
O -9.9223 13.7275 -9.6767 -0.05
C -9.4553 12.9457 -8.5410 0.50
C -10.4816 11.8243 -8.6184 0.60
F -10.6921 11.2312 -7.4210 -0.35
O -11.6506 12.5706 -8.9335 -0.40
H -8.4388 12.5878 -8.6700 -0.85
H -9.6032 13.6009 -7.6838 0.48
H -10.3100 11.1037 -9.4199 0.20
O -6.1949 13.5285 -9.9681 0.33
C -5.9351 13.7580 -8.8314 -0.34
O -5.2304 12.9145 -8.0243 0.00
C -5.4592 13.3169 -6.6595 -0.68
C -5.7649 14.7856 -6.8197 0.14
F -4.5634 15.4045 -6.9923 0.18
O -6.3881 14.7568 -8.0858 -0.18
H -6.2922 12.7206 -6.2872 0.20
H -4.5786 13.1812 -6.0352 0.30
H -6.3546 15.2642 -6.0456 0.17
O -3.5777 12.0100 -2.6247 -0.46
C -4.2490 11.1019 -2.9833 0.49
O -5.1135 10.4292 -2.2016 -0.32
C -5.5011 9.2721 -2.9064 -0.62
C -5.2649 9.6259 -4.3576 0.40
F -6.3225 10.2879 -4.9190 -0.28
O -4.1929 10.5549 -4.2139 -0.19
H -4.7656 8.5009 -2.6383 0.33
H -6.4643 8.8301 -2.6651 0.38
H -5.0458 8.7951 -5.0258 0.25
O -4.1718 14.6232 -3.9401 -0.28
C -4.0749 15.1950 -2.9032 0.28
O -4.4586 14.7411 -1.6707 -0.32
C -3.8595 15.6311 -0.7193 -0.56
C -3.8027 16.9351 -1.4953 0.39
F -2.7317 17.6685 -1.1212 -0.35
O -3.6529 16.4613 -2.8068 -0.05
H -4.4678 15.6819 0.1796 0.27
H -2.8562 15.2913 -0.4583 0.31
H -4.7170 17.5248 -1.4192 0.20
C -10.0331 14.5705 -13.6031 -1.25
C -9.0227 15.4968 -12.9285 0.54
C -7.6783 14.8147 -12.5786 1.07
O -6.7185 15.6042 -13.2806 -0.29
C -7.2878 16.5364 -14.0489 0.39
O -6.7423 17.2851 -14.7783 -0.55
O -8.6583 16.4456 -13.9052 -0.43
H -9.6170 14.0080 -14.4361 0.39
H -10.9369 15.1284 -13.8409 0.37
H -10.3876 13.8484 -12.8579 0.11
H -9.4127 15.8573 -11.9725 0.29
H -7.6513 13.8387 -13.0713 -0.31
H -7.5049 14.7180 -11.5126 -0.50
C -8.0463 11.0444 -11.4941 -1.26
C -8.9445 10.9195 -12.7014 0.76
C -9.0219 9.5166 -13.3336 -0.32
O -10.4071 9.3595 -13.5885 -0.38
C -11.1045 10.4253 -13.0877 0.42
O -12.2642 10.6001 -13.2376 -0.51
O -10.2953 11.2200 -12.3661 -0.12
H -7.0072 10.9450 -11.8103 0.30
H -8.3389 10.1893 -10.8767 0.61
H -8.1504 11.9622 -10.9200 -0.37
H -8.6536 11.5875 -13.5198 0.21
H -8.6660 8.7606 -12.6278 0.26
H -8.3981 9.4884 -14.2250 0.35
C -0.8584 17.7566 -4.8595 -1.33
C -1.1132 18.0191 -6.3406 0.54
C -2.3362 17.2621 -6.8588 0.33
O -3.2293 18.2385 -7.3802 0.02
C -2.7108 19.4640 -7.1638 0.30
O -3.1199 20.4974 -7.6012 -0.64
O -1.5580 19.3662 -6.4888 -0.43
H -1.7145 18.0083 -4.2383 0.17
H 0.0422 18.2983 -4.5580 0.48
H -0.5715 16.7198 -4.6691 0.28
H -0.1987 17.8484 -6.9076 0.28
H -2.8242 16.6995 -6.0699 -0.12
H -1.9029 16.6934 -7.6821 -0.18
C -6.2809 17.9419 -8.7814 -1.05
C -5.6005 17.9236 -10.1364 0.69
C -4.5361 19.0137 -10.3066 -0.54
O -3.2941 18.2684 -10.4480 -0.36
C -3.5520 16.9747 -10.3642 0.14
O -2.7490 16.0885 -10.4394 -0.55
O -4.8584 16.7106 -10.2028 0.29
H -5.6359 17.8566 -7.9082 -0.13
H -7.0627 17.1794 -8.7512 0.35
H -6.8655 18.8587 -8.6387 0.61
H -6.4359 17.8865 -10.8362 0.16
H -4.3174 19.6488 -9.4485 0.17
H -4.6659 19.6207 -11.2008 0.36
C -0.8340 13.1936 -10.0809 -1.83
C -1.8309 13.2644 -8.9337 1.65
C -2.0404 11.9902 -8.0924 0.48
O -1.8658 12.4795 -6.7603 -0.31
C -1.4610 13.7342 -6.7524 0.62
O -1.1691 14.3707 -5.7729 -0.55
O -1.3826 14.2521 -7.9851 -0.37
H 0.1526 13.0215 -9.6419 0.46
H -0.7388 14.1265 -10.6329 0.27
H -1.1208 12.4099 -10.7807 0.43
H -2.7719 13.6333 -9.3519 -0.62
H -1.2185 11.3020 -8.3065 0.39
H -3.0099 11.5141 -8.2004 -0.43
C -8.2394 18.6511 -3.1523 -1.74
C -7.0465 18.3320 -4.0365 0.98
C -7.1238 19.0488 -5.4023 -0.13
O -5.8253 19.5527 -5.5814 -0.29
C -5.0993 19.4696 -4.4348 0.72
O -4.0529 19.9783 -4.2331 -0.54
O -5.8047 18.7675 -3.5260 -0.36
H -8.1080 18.2891 -2.1266 0.39
H -9.1958 18.2439 -3.4715 0.39
H -8.3161 19.7253 -2.9637 0.40
H -7.0100 17.2541 -4.2123 -0.11
H -7.8875 19.8281 -5.4314 0.27
H -7.3199 18.3371 -6.2067 0.09

***

# 4
127
Properties=species:S:1:pos:R:3:mulliken_charge:R:1 method="wB97M-V/def2-TZVPD" total_charge=+1 e_homo_ev=-10.455 lumo_energy_ev=-3.92 orbital_gap_ev=6.53
C -7.8083 -3.4262 -4.2276 -0.94
C -6.9722 -2.6038 -5.3407 -0.41
C -6.9532 -1.0777 -4.8445 0.05
O -5.6566 -0.4436 -5.0147 -0.53
C -5.2807 0.3549 -3.8877 1.32
C -6.1626 1.6078 -3.4690 -0.64
C -7.1615 1.3517 -2.2661 -0.43
O -6.5724 1.5674 -0.9617 -0.20
C -6.8186 2.8635 -0.4514 0.55
O -5.8308 3.6054 -0.3285 -0.56
C -8.2247 3.4142 -0.0057 -0.42
C -8.9168 2.5872 1.1633 -0.99
C -3.8856 0.9862 -4.3785 -1.11
N -2.9212 0.9626 -3.4421 0.16
C -3.5472 0.3749 -2.2121 -0.05
C -2.6622 -0.4919 -1.2231 0.00
C -3.5081 -0.7099 0.1215 -0.38
O -3.2269 -2.0471 0.6502 -0.42
C -4.4398 -2.7864 0.5736 0.12
O -4.6866 -3.4570 -0.4242 -0.48
C -4.6664 -0.5939 -2.7706 -0.85
H -8.4233 -4.2535 -4.6822 0.33
H -8.5452 -2.7479 -3.6780 0.28
H -7.0730 -3.7824 -3.4390 0.23
H -7.5642 -2.7085 -6.2992 0.34
H -5.9369 -3.0316 -5.4609 0.27
H -7.1822 -1.1088 -3.7380 -0.13
H -7.7187 -0.4376 -5.3811 0.27
H -5.4962 2.4773 -3.1808 0.16
H -6.7874 1.9256 -4.3635 0.51
H -8.0055 2.1136 -2.3818 0.32
H -7.6592 0.3395 -2.2571 0.20
H -8.1573 4.5239 0.2168 0.34
H -8.9234 3.3352 -0.9098 0.25
H -10.0238 2.8356 1.2574 0.34
H -8.8436 1.4691 0.9847 0.26
H -8.3879 2.8591 2.1327 0.29
H -3.7035 1.4181 -5.4156 0.36
H -1.9407 1.2809 -3.5236 0.42
H -4.0013 1.2965 -1.7121 0.02
H -2.4229 -1.4771 -1.7202 0.30
H -1.6908 0.0587 -0.9820 0.06
H -3.2750 0.1020 0.8878 0.43
H -4.6261 -0.6608 -0.0527 0.23
H -5.1596 -2.7461 1.4554 0.48
H -4.0598 -1.3210 -3.4112 0.43
H -5.3381 -1.1438 -2.0558 0.21
C 1.1935 -0.2994 -0.5032 0.64
O 0.3918 -0.2176 -1.4306 -0.75
N 1.2804 -1.3928 0.2936 -0.38
N 2.0596 0.6918 -0.1940 -0.33
H 1.9307 -1.4767 1.0575 0.15
H 0.6520 -2.1547 0.0998 0.21
H 2.0291 1.5221 -0.7611 0.21
H 2.7222 0.6404 0.5630 0.17
C -4.2068 -3.4649 5.1120 0.63
O -4.3503 -2.3035 5.4542 -0.63
N -3.8122 -3.8134 3.8569 -0.30
N -4.4277 -4.5094 5.9509 -0.38
H -3.6874 -4.7614 3.5521 0.16
H -3.6383 -3.0639 3.2088 0.18
H -4.7210 -4.2903 6.8881 0.23
H -4.3151 -5.4712 5.6881 0.16
C 4.5832 -3.2931 -0.5950 0.61
O 4.7309 -2.4568 0.2872 -0.61
N 3.3562 -3.7388 -0.9533 -0.32
N 5.6193 -3.8331 -1.2813 -0.41
H 3.1917 -4.4166 -1.6747 0.17
H 2.5723 -3.3510 -0.4533 0.20
H 6.5439 -3.5210 -1.0380 0.20
H 5.5121 -4.5173 -2.0072 0.15
C 8.2696 0.4203 -0.5162 0.61
O 8.9243 1.4529 -0.6084 -0.71
N 7.0784 0.3654 0.1316 -0.27
N 8.6809 -0.7529 -1.0560 -0.22
H 6.5256 -0.4700 0.2187 0.13
H 6.7411 1.2183 0.5451 0.17
H 9.5641 -0.7463 -1.5448 0.21
H 8.1609 -1.6071 -0.9954 0.11
C -2.7036 5.4397 -4.4978 0.43
O -2.8233 6.5966 -4.1458 -0.64
N -2.2987 5.0874 -5.7477 -0.47
N -2.9632 4.3880 -3.6724 -0.25
H -2.1950 4.1362 -6.0558 0.17
H -2.0968 5.8347 -6.3916 0.25
H -3.2662 4.6051 -2.7361 0.19
H -2.8737 3.4256 -3.9410 0.11
C 3.6596 -1.0204 3.6621 0.68
O 3.8680 0.0474 3.0999 -0.66
N 3.6952 -2.2070 2.9989 -0.27
N 3.3758 -1.1093 4.9846 -0.32
H 3.5253 -3.0964 3.4311 0.16
H 3.9065 -2.1685 2.0130 0.15
H 3.3405 -0.2460 5.5095 0.25
H 3.2024 -1.9749 5.4601 0.13
C 4.4898 1.1371 8.2027 0.56
O 3.7210 1.1418 7.2500 -0.70
N 4.5953 0.0877 9.0556 -0.31
N 5.3039 2.1833 8.4879 -0.36
H 5.2214 0.0674 9.8427 0.21
H 4.0077 -0.7085 8.8785 0.17
H 5.2554 2.9818 7.8779 0.22
H 5.9409 2.1996 9.2636 0.17
C 11.4132 0.6156 -3.4781 0.64
O 10.9441 -0.4216 -3.0311 -0.69
N 12.4375 0.6308 -4.3701 -0.41
N 10.9477 1.8354 -3.1167 -0.31
H 12.8362 1.4702 -4.7476 0.16
H 12.8075 -0.2588 -4.6593 0.22
H 10.1867 1.8597 -2.4500 0.20
H 11.3159 2.6997 -3.4682 0.17
C 0.7330 3.4909 -7.5482 0.61
O 0.1901 2.5095 -7.0542 -0.65
N 1.7527 3.3940 -8.4361 -0.40
N 0.3535 4.7574 -7.2445 -0.31
H 2.2091 4.1854 -8.8510 0.16
H 2.0592 2.4681 -8.6839 0.24
H -0.4016 4.8531 -6.5865 0.33
H 0.7768 5.5807 -7.6324 0.16
C 6.4910 -1.4900 12.4709 0.66
O 6.6938 -0.4247 11.9067 -0.64
N 6.5314 -2.6816 11.8203 -0.39
N 6.2088 -1.5728 13.7954 -0.39
H 6.3686 -3.5664 12.2645 0.17
H 6.7392 -2.6602 10.8360 0.22
H 6.1706 -0.7095 14.3110 0.22
H 6.0397 -2.4360 14.2777 0.16

***

# 5
7
Properties=species:S:1:pos:R:3:mulliken_charge:R:1 method="wB97M-V/def2-TZVPD" e_above_lowest_kj_mol=80.94 e_homo_ev="-9.230 / -9.230" lumo_energy_ev="-1.35 / -1.28" orbital_gap_ev="7.88 / 7.95"
C 0.7480 -0.5804 -0.0210 0.30
O -1.6228 1.2962 1.0119 -0.39
F 1.8384 0.0146 -0.5466 -0.18
S -0.9822 1.2683 -0.2740 0.54
Cl 0.2819 -1.9661 -0.9283 -0.07
Cl 0.8963 -0.8049 1.6887 -0.07
Cl -2.1092 0.0863 -1.5133 -0.13

***

# 6
15
Properties=species:S:1:pos:R:3:mulliken_charge:R:1 method="wB97M-V/def2-TZVPD" e_above_lowest_kj_mol=154.75 e_homo_ev=-10.133 lumo_energy_ev=0.30 orbital_gap_ev=10.44
C 0.1891 1.5415 -1.0974 -0.25
Cl -0.8703 2.4487 -0.1167 -0.16
Cl -0.3172 -0.1821 -1.1613 -0.18
H 0.3153 2.0057 -2.0755 0.38
H 1.0962 1.5185 -0.4935 0.23
C 1.7336 -2.0701 -1.3277 0.44
Cl 3.3886 -1.5025 -1.4967 -0.19
Cl 1.5785 -2.9742 0.1003 -0.16
H 1.0697 -1.2130 -1.2148 -0.42
H 1.3787 -2.7232 -2.1248 0.31
C -1.7624 0.7052 2.1617 0.63
Cl -1.9661 -1.0877 2.2840 -0.17
Cl -3.3303 1.5300 2.2432 -0.17
H -1.2364 0.9817 3.0755 0.29
H -1.2669 1.0215 1.2438 -0.59

***

Total energy (computed, Eh): -337.9661 -247.8341 -4940.8542 -3270.7377 -1991.8989 -2878.9899